1.
{"formula": "C5H3NO", "method": "ωB97M-V/def2-TZVPD", "species": ["C", "C", "C", "C", "O", "N", "C", "H", "H", "H"], "coordinates": [[1.968, 0.129, 0.389], [1.313, -0.477, 1.333], [0.136, -0.298, 0.544], [-0.189, 0.970, -0.046], [-1.186, 0.771, -0.970], [-1.452, -0.567, -1.052], [-0.720, -1.200, -0.190], [1.183, 1.029, -0.379], [-0.263, 1.919, 0.477], [-0.790, -2.275, -0.107]], "nbo_charge": [-0.077, -0.241, 0.003, -0.089, -0.287, -0.018, -0.057, 0.268, 0.259, 0.239], "charge": 0, "orbital_gap_ev": 9.230, "e_above_lowest_kcal_mol": 165.25, "homo_energy_ev": -9.993}

***

2.
{"formula": "C2H5Br2P", "method": "ωB97M-V/def2-TZVPD", "species": ["C", "C", "P", "Br", "Br", "H", "H", "H", "H", "H"], "coordinates": [[-0.443, 0.321, 0.051], [0.948, -0.012, 0.625], [2.590, 0.960, -0.939], [1.847, 1.208, -2.956], [2.094, 2.939, -0.029], [-0.532, 0.412, -1.081], [-0.932, -0.415, 0.640], [-0.763, 1.351, 0.348], [1.164, -1.047, 0.824], [1.309, 0.630, 1.434]], "nbo_charge": [-0.686, -0.400, 0.434, -0.190, -0.244, 0.233, 0.228, 0.223, 0.194, 0.206], "charge": 0, "orbital_gap_ev": 8.381, "e_above_lowest_kcal_mol": 45.10, "homo_energy_ev": -8.421}

***

3.
{"formula": "C27H24F5N3O11S2SnTe", "method": "ωB97M-V/def2-TZVPD", "species": ["Sn", "O", "S", "O", "O", "O", "O", "C", "O", "C", "C", "C", "C", "O", "C", "O", "C", "C", "H", "H", "H", "H", "H", "O", "C", "N", "C", "O", "C", "C", "C", "C", "N", "C", "H", "H", "H", "H", "H", "H", "H", "H", "N", "S", "C", "C", "C", "C", "C", "C", "C", "C", "C", "C", "C", "C", "H", "H", "H", "H", "H", "H", "H", "H", "H", "H", "H", "F", "Te", "F", "F", "F", "F", "O"], "coordinates": [[0.252, 2.633, 0.957], [3.548, 0.862, -0.917], [2.623, 1.909, -0.559], [2.913, 3.140, -1.414], [2.664, 2.314, 0.868], [1.194, 1.524, -0.822], [-3.976, 2.228, -0.333], [-2.834, 2.710, -0.553], [-2.101, 3.232, 0.326], [-2.339, 2.629, -1.984], [-1.158, 3.250, -2.366], [-0.643, 3.122, -3.660], [-1.377, 2.368, -4.537], [-1.092, 2.061, -5.857], [-2.215, 1.343, -6.336], [-3.070, 1.043, -5.244], [-2.561, 1.758, -4.168], [-3.071, 1.861, -2.903], [-0.595, 3.843, -1.659], [0.301, 3.583, -3.917], [-1.877, 0.412, -6.799], [-2.758, 1.957, -7.067], [-3.984, 1.375, -2.592], [-4.791, 1.126, 1.921], [-5.129, -0.117, 1.409], [-4.582, -1.226, 2.179], [-3.466, -1.960, 1.940], [-3.210, -2.966, 2.592], [-2.558, -1.489, 0.849], [-2.100, -2.386, -0.107], [-1.263, -1.925, -1.104], [-0.875, -0.591, -1.087], [-1.278, 0.264, -0.154], [-2.110, -0.174, 0.785], [-4.419, 1.653, 1.156], [-4.786, -0.224, 0.377], [-6.218, -0.256, 1.421], [-5.067, -1.497, 3.019], [-2.401, -3.425, -0.053], [-0.879, -2.589, -1.867], [-0.198, -0.186, -1.830], [-2.424, 0.556, 1.524], [1.188, -0.133, 2.213], [0.991, -1.669, 2.334], [2.202, -2.383, 3.484], [1.718, -2.929, 4.663], [2.608, -3.420, 5.611], [3.973, -3.348, 5.379], [4.452, -2.789, 4.200], [3.568, -2.308, 3.248], [1.599, -2.571, 0.886], [2.257, -1.891, -0.120], [2.677, -2.592, -1.244], [2.424, -3.951, -1.355], [1.742, -4.620, -0.343], [1.322, -3.927, 0.781], [2.138, 0.163, 1.983], [0.648, -2.968, 4.831], [2.233, -3.852, 6.530], [4.668, -3.724, 6.120], [5.518, -2.727, 4.022], [3.933, -1.875, 2.324], [2.433, -0.823, -0.066], [3.193, -2.055, -2.030], [2.744, -4.491, -2.238], [1.527, -5.678, -0.437], [0.770, -4.430, 1.568], [1.529, 5.194, -2.258], [2.485, 5.066, -0.580], [2.482, 5.463, 1.337], [4.195, 4.560, 0.129], [2.073, 6.905, -0.503], [3.772, 5.734, -1.819], [0.854, 4.326, -0.085]], "nbo_charge": [1.565, -0.994, 2.594, -0.990, -1.060, -1.085, -0.786, 0.800, -0.783, -0.176, -0.115, -0.291, 0.277, -0.509, 0.243, -0.504, 0.186, -0.233, 0.262, 0.250, 0.146, 0.131, 0.240, -0.771, 0.093, -0.620, 0.673, -0.650, -0.212, -0.156, -0.230, 0.050, -0.432, 0.081, 0.525, 0.187, 0.142, 0.390, 0.215, 0.207, 0.226, 0.227, -1.125, 1.096, -0.139, -0.240, -0.217, -0.220, -0.199, -0.235, -0.162, -0.247, -0.190, -0.227, -0.227, -0.241, 0.371, 0.227, 0.206, 0.203, 0.209, 0.235, 0.278, 0.229, 0.202, 0.202, 0.215, -0.662, 3.380, -0.662, -0.619, -0.630, -0.630, -1.297], "charge": -2, "orbital_gap_ev": 7.161, "e_above_lowest_kcal_mol": 0.00, "homo_energy_ev": -3.443}

***

The calculation returns the following energy values, one per record and in order: -8762.8404, -151527.9934, -103767.6143 eV.